Record 1
12
Properties=species:S:1:pos:R:3 method="wB97M-V/def2-TZVPD" multiplicity=1 orbital_gap_ev=8.2 total_charge=-1 de_lowest_ev=1.799 homo_ev=-4.54 lumo_ha=0.1328
C -0.06 0.16 -0.05
C -0.51 1.56 1.65
N -0.72 0.34 1.03
N -0.68 -1.57 -0.83
N 0.45 -2.06 -1.56
O 0.87 0.64 -0.74
O 0.47 2.40 1.10
S -1.54 2.19 2.76
H -0.87 -2.21 -0.06
H 0.38 -1.69 -2.51
H 1.32 -1.70 -1.20
H 0.90 1.93 0.41

***

Record 2
19
Properties=species:S:1:pos:R:3 method="wB97M-V/def2-TZVPD" multiplicity=7 orbital_gap_ev="10.2 / 10.2" total_charge=+1 s_squared=12.034 homo_ev="-13.79 / -13.75" lumo_ha="-0.1330 / -0.1308"
O 1.42 -2.90 -0.11
Li -0.03 -3.59 0.74
O -0.88 -1.90 1.19
C -1.80 -0.93 1.44
O -1.33 0.36 1.04
C -1.30 0.65 -0.34
C -0.03 1.40 -0.63
O 1.09 0.53 -0.44
C 2.34 1.10 -0.79
Eu 0.98 -1.46 0.55
H -2.03 -0.83 2.51
H -2.75 -1.11 0.88
H -2.11 1.24 -0.92
H -1.60 -0.27 -0.88
H 0.09 2.27 0.03
H -0.02 1.76 -1.67
H 3.11 0.34 -0.60
H 2.34 1.37 -1.85
H 2.53 1.98 -0.17

***

Record 3
71
Properties=species:S:1:pos:R:3 method="wB97M-V/def2-TZVPD" multiplicity=1 orbital_gap_ev=6.9 total_charge=-1 de_lowest_ev=1.263 homo_ev=-5.36 lumo_ha=0.0579
Sr 1.10 -0.71 -0.15
N 1.12 0.66 3.65
C 1.46 -0.69 3.33
C 0.40 -1.68 3.47
C 0.57 -2.96 2.99
C 1.79 -3.34 2.47
C 2.85 -2.45 2.54
C 2.65 -1.07 2.82
C 3.64 0.03 2.39
C 4.93 0.29 2.95
C 5.71 1.33 2.50
C 5.36 2.01 1.39
C 4.11 1.77 0.79
C 3.18 0.82 1.27
H 0.67 0.79 4.56
H 1.94 1.26 3.65
H -0.61 -1.27 3.63
H -0.29 -3.57 2.93
H 1.96 -4.31 2.10
H 3.81 -2.64 2.14
H 5.40 -0.28 3.77
H 6.66 1.56 2.97
H 5.96 2.86 1.02
H 3.86 2.41 -0.07
C 0.87 -0.60 -3.94
Si 1.73 -2.38 -3.94
C 3.15 -2.09 -5.18
C 0.43 -3.77 -4.43
Se 2.75 -2.63 -1.91
H 0.87 -0.09 -4.91
H 1.55 0.11 -3.37
H -0.14 -0.55 -3.53
H 2.85 -1.65 -6.11
H 3.95 -2.92 -5.21
H 3.51 -1.18 -4.73
H 0.61 -4.64 -3.77
H 0.79 -4.10 -5.42
H -0.54 -3.32 -4.54
C -2.77 -5.11 -1.24
N -2.04 -3.82 -1.44
C -0.99 -3.28 -0.75
N -0.05 -4.11 -0.30
O -0.99 -2.02 -0.79
H -2.17 -6.05 -1.10
H -3.38 -5.31 -2.11
H -3.51 -5.11 -0.46
H -2.42 -3.20 -2.08
H 0.97 -3.89 -0.16
H 0.01 -4.94 -0.87
O -7.64 5.44 -0.28
S -6.52 5.15 -1.13
O -6.57 3.74 -1.57
O -6.31 6.13 -2.18
C -5.08 5.32 0.00
N -4.94 6.48 0.69
C -3.96 6.57 1.55
C -3.08 5.52 1.86
C -3.30 4.36 1.08
N -4.25 4.35 0.19
C -2.44 3.06 1.08
C -1.13 3.06 1.49
C -0.26 2.00 1.23
N -0.69 0.93 0.62
C -1.97 0.83 0.26
C -2.86 1.91 0.44
H -3.90 7.57 1.96
H -2.31 5.55 2.58
H -0.75 3.96 1.94
H 0.82 2.12 1.49
H -2.30 -0.05 -0.18
H -3.84 1.79 0.10